[1]
The following is a quantum chemistry calculation of C21H16BBeBr2N9O as an isolated structure in a non-equilibrium geometry, from the OMol25 dataset.

Properties
* calculated total energy: -6565.55897 hartree
* net charge: +1
* multiplicity: 2
* HOMO (alpha / beta): -0.4214 / -0.4214 Ha
* ⟨S²⟩: 0.776
* maximum force: 1.592 eV Å⁻¹

Geometry (Å):
Be (0.305, -0.597, -0.799)
C (-0.326, 3.155, -1.788)
C (-0.511, 1.812, -2.087)
N (0.159, 1.067, -1.223)
N (0.796, 1.885, -0.374)
C (0.512, 3.155, -0.690)
B (1.700, 1.177, 0.645)
N (0.781, 0.297, 1.507)
C (0.610, 0.220, 2.833)
C (-0.340, -0.752, 3.086)
C (-0.700, -1.226, 1.830)
N (-0.014, -0.582, 0.894)
N (2.578, 0.235, -0.191)
C (3.898, 0.226, -0.412)
C (4.181, -0.806, -1.284)
C (2.949, -1.389, -1.555)
N (2.000, -0.747, -0.886)
N (2.596, 1.979, 1.558)
C (2.927, 3.277, 1.746)
C (3.875, 3.339, 2.743)
C (4.076, 2.004, 3.122)
N (3.312, 1.220, 2.403)
H (-0.739, 3.997, -2.301)
H (-1.092, 1.362, -2.865)
H (0.893, 3.987, -0.137)
H (1.158, 0.829, 3.523)
H (-0.720, -1.067, 4.035)
H (-1.408, -1.991, 1.576)
H (4.554, 0.939, 0.043)
H (5.137, -1.089, -1.672)
H (2.710, -2.223, -2.186)
H (2.487, 4.072, 1.183)
H (4.364, 4.202, 3.142)
H (4.729, 1.602, 3.868)
Br (-0.167, -4.767, -1.573)
C (-1.717, -3.723, -1.412)
C (-2.970, -4.303, -1.309)
C (-4.093, -3.512, -1.151)
Br (-5.776, -4.359, -1.055)
C (-3.990, -2.095, -1.066)
C (-5.079, -1.219, -0.913)
C (-4.857, 0.137, -0.875)
C (-3.540, 0.604, -0.949)
N (-2.505, -0.192, -1.059)
C (-2.702, -1.507, -1.149)
C (-1.521, -2.317, -1.358)
O (-0.376, -1.814, -1.506)
H (-3.065, -5.377, -1.355)
H (-6.078, -1.619, -0.836)
H (-5.675, 0.834, -0.802)
H (-3.324, 1.662, -0.920)

Mulliken population analysis, charges in e, atoms 1 to 4: Be -0.31; C -1.39; C -0.28; N -0.07

---

[2]
The following is a quantum chemistry calculation of C21H16BrClN2O4SSn as an isolated structure in a non-equilibrium geometry, from the OMol25 dataset.

Properties
* calculated total energy: -4866.38967 hartree
* net charge: +2
* relative energy (zero: lowest compared OMol25 entry of this formula, charge and spin): 0.00 kJ/mol
* HOMO (alpha / beta): -0.4685 / -0.4684 Ha
* maximum force: 4.518 eV Å⁻¹

Geometry (Å):
Sn (-1.411, 1.030, -1.183)
Cl (-1.717, 4.401, 5.472)
C (-1.594, 3.370, 4.117)
C (-1.438, 1.976, 4.288)
C (-1.306, 1.189, 3.160)
C (-1.269, 1.765, 1.854)
O (-1.075, 0.920, 0.858)
C (-1.478, 3.180, 1.680)
C (-1.528, 3.858, 0.450)
O (-1.510, 3.282, -0.708)
C (-1.635, 3.933, 2.867)
H (-1.332, 1.620, 5.319)
H (-1.185, 0.116, 3.300)
H (-1.632, 4.969, 0.431)
H (-1.752, 4.995, 2.754)
N (2.114, 0.362, -3.757)
C (2.478, 0.133, -2.476)
S (1.375, -0.502, -1.355)
N (3.817, 0.399, -2.285)
C (4.633, 0.379, -1.097)
C (4.137, 0.127, 0.180)
C (4.971, 0.068, 1.278)
C (6.336, 0.345, 1.142)
C (6.866, 0.660, -0.117)
C (6.012, 0.682, -1.217)
H (1.167, 0.184, -4.043)
H (2.770, 0.800, -4.384)
H (4.318, 0.701, -3.100)
H (3.057, 0.020, 0.301)
H (4.574, -0.190, 2.281)
H (6.982, 0.243, 2.005)
H (7.946, 0.853, -0.213)
H (6.397, 0.939, -2.207)
Br (-7.317, -4.735, -1.958)
C (-5.616, -4.163, -1.427)
C (-4.620, -5.126, -1.420)
C (-3.301, -4.806, -1.115)
C (-2.947, -3.483, -0.886)
C (-3.945, -2.510, -0.883)
C (-5.303, -2.856, -1.089)
C (-3.377, -1.050, -0.816)
O (-4.085, -0.071, -0.683)
O (-2.086, -1.014, -1.030)
H (-4.931, -6.163, -1.638)
H (-2.549, -5.594, -1.006)
H (-1.932, -3.158, -0.668)
H (-6.080, -2.080, -0.975)

Mulliken population analysis, charges in e, atoms 1 to 4: Sn 0.81; Cl -0.04; C 0.25; C -0.50

---

[3]
The following is a quantum chemistry calculation of C21H16Cl2N4OsS3 as an isolated structure in a non-equilibrium geometry, from the OMol25 dataset.

Properties
* calculated total energy: -3233.79196 hartree
* net charge: +2
* HOMO (alpha / beta): -0.4880 / -0.4878 Ha
* maximum force: 2.003 eV Å⁻¹

Geometry (Å):
Os (-0.001, 0.354, 0.089)
Cl (-0.843, 1.654, -1.852)
C (-1.142, 0.173, -2.825)
Cl (-0.559, -1.226, -1.866)
H (-0.575, 0.234, -3.747)
H (-2.209, 0.068, -2.985)
C (3.603, -3.722, 1.417)
C (3.513, -2.701, 0.484)
C (2.448, -1.815, 0.534)
C (1.479, -1.965, 1.519)
C (1.560, -2.989, 2.460)
C (2.629, -3.861, 2.403)
N (0.361, -1.065, 1.517)
N (-0.538, -1.266, 2.371)
C (-1.594, -0.368, 2.254)
C (-2.668, -0.455, 3.121)
C (-3.708, 0.452, 2.975)
C (-3.662, 1.445, 1.992)
C (-2.586, 1.542, 1.126)
C (-1.545, 0.605, 1.220)
H (4.430, -4.418, 1.375)
H (4.267, -2.593, -0.283)
H (2.393, -1.017, -0.196)
H (0.797, -3.095, 3.216)
H (2.703, -4.661, 3.128)
H (-2.679, -1.216, 3.890)
H (-4.564, 0.394, 3.634)
H (-4.480, 2.147, 1.905)
H (-2.566, 2.330, 0.386)
S (1.284, 2.735, 6.108)
C (1.688, 2.459, 4.575)
S (0.556, 2.496, 3.244)
C (1.801, 1.956, 2.185)
N (2.973, 1.808, 2.747)
N (2.942, 2.090, 4.029)
C (4.174, 1.959, 4.763)
C (5.037, 0.931, 4.404)
C (6.226, 0.787, 5.094)
C (6.551, 1.669, 6.118)
C (5.687, 2.702, 6.449)
C (4.490, 2.861, 5.768)
S (1.604, 1.722, 0.487)
H (4.769, 0.249, 3.609)
H (6.898, -0.022, 4.841)
H (7.487, 1.558, 6.648)
H (5.951, 3.405, 7.226)
H (3.851, 3.702, 5.986)

Mulliken population analysis, charges in e, atoms 1 to 4: Os 0.46; Cl -0.01; C -0.28; Cl -0.02

---

[4]
The following is a quantum chemistry calculation of C21H16Cl6N2O2Tc as an isolated structure, from the OMol25 dataset.

Properties
* calculated total energy: -3911.71995 hartree
* net charge: 0
* relative energy (zero: lowest compared OMol25 entry of this formula, charge and spin): 57.87 kJ/mol
* multiplicity: 4
* HOMO (alpha / beta): -0.2524 / -0.2761 Ha
* ⟨S²⟩: 3.785
* maximum force: 0.427 eV Å⁻¹

Geometry (Å):
Tc (-0.225, -0.689, 0.471)
Cl (-2.506, -6.256, 3.298)
C (-1.764, -4.714, 3.094)
C (-1.648, -3.840, 4.166)
Cl (-2.242, -4.289, 5.721)
C (-1.059, -2.583, 3.991)
Cl (-0.922, -1.461, 5.295)
C (-0.580, -2.204, 2.748)
O (-0.060, -1.003, 2.466)
C (-0.683, -3.103, 1.669)
O (-0.208, -2.664, 0.493)
C (-1.284, -4.338, 1.835)
Cl (-1.427, -5.374, 0.464)
Cl (-3.014, -1.394, 0.297)
C (-3.417, 0.119, -0.447)
C (-4.738, 0.395, -0.729)
C (-5.070, 1.621, -1.285)
C (-4.070, 2.546, -1.534)
C (-2.756, 2.232, -1.249)
Cl (-1.573, 3.490, -1.566)
C (-2.345, 1.000, -0.706)
N (-1.042, 0.678, -0.454)
H (-5.496, -0.340, -0.502)
H (-6.099, 1.860, -1.508)
H (-4.303, 3.517, -1.949)
C (2.748, 3.293, -2.183)
N (1.536, 2.594, -1.701)
C (1.362, 2.791, -0.234)
C (1.487, 1.133, -2.142)
C (2.316, 0.252, -1.267)
C (3.675, 0.129, -1.558)
C (4.511, -0.632, -0.762)
C (3.981, -1.289, 0.337)
C (2.624, -1.202, 0.610)
C (1.749, -0.436, -0.176)
H (2.690, 4.340, -1.895)
H (2.805, 3.203, -3.265)
H (3.617, 2.828, -1.723)
H (0.709, 3.013, -2.136)
H (2.240, 2.401, 0.273)
H (0.468, 2.254, 0.071)
H (1.255, 3.859, -0.055)
H (1.835, 1.139, -3.175)
H (0.436, 0.863, -2.086)
H (4.076, 0.619, -2.439)
H (5.562, -0.722, -1.004)
H (4.618, -1.889, 0.974)
H (2.230, -1.746, 1.458)

Mulliken population analysis, charges in e, atoms 1 to 4: Tc -0.19; Cl -0.20; C 0.23; C 0.30

---

[5]
The following is a quantum chemistry calculation of C21H16ClNO2S as an isolated structure in a non-equilibrium geometry, from the OMol25 dataset.

Properties
* calculated total energy: -1873.32887 hartree
* net charge: 0
* HOMO: -0.3362 Ha
* maximum force: 3.315 eV Å⁻¹

Geometry (Å):
N (3.552, -6.949, -3.432)
C (3.195, -5.874, -3.144)
C (2.689, -4.585, -2.782)
C (3.296, -3.815, -1.790)
C (2.739, -2.581, -1.438)
C (1.578, -2.112, -2.065)
S (0.833, -0.515, -1.528)
C (-0.490, -0.435, -0.293)
Cl (-0.158, -1.540, 0.942)
O (1.948, 0.201, -0.946)
O (0.256, -0.070, -2.787)
C (0.982, -2.890, -3.073)
C (1.530, -4.130, -3.415)
H (4.193, -4.220, -1.309)
H (3.154, -1.961, -0.649)
H (-1.484, -0.766, -0.764)
H (0.068, -2.529, -3.544)
H (1.084, -4.786, -4.176)
C (-1.162, 1.296, 0.314)
C (-2.312, 1.148, 1.275)
C (-3.498, 0.357, 1.017)
C (-4.400, 0.061, 2.046)
C (-4.153, 0.443, 3.368)
C (-3.017, 1.197, 3.655)
C (-2.116, 1.522, 2.635)
C (-0.184, 2.412, 0.563)
C (-0.038, 3.520, -0.293)
C (0.845, 4.555, 0.024)
C (1.761, 4.436, 1.064)
C (1.740, 3.266, 1.820)
C (0.826, 2.229, 1.543)
H (-1.446, 1.175, -0.751)
H (-3.625, -0.066, 0.001)
H (-5.310, -0.500, 1.801)
H (-4.892, 0.226, 4.148)
H (-2.815, 1.542, 4.681)
H (-1.182, 2.003, 2.937)
H (-0.656, 3.638, -1.169)
H (0.869, 5.473, -0.532)
H (2.465, 5.244, 1.373)
H (2.464, 3.133, 2.637)
H (0.875, 1.248, 2.038)

Mulliken population analysis, charges in e, atoms 1 to 4: N -0.47; C -0.05; C 0.64; C -0.77